No. 1
Here is a 3-piece molecular cluster, C4H12IN2 overall from OMol25. Energies are from ωB97M-V/def2-TZVPD.

CARTESIAN COORDINATES (ANGSTROEM)
1 C 1.8792 -2.0373 -1.4791
2 C 0.4973 -0.4216 -2.5481
3 C -1.0748 1.3272 -0.2513
4 C 0.5476 -0.4954 -0.1311
5 N 0.9102 -0.9697 -1.2642
6 N -1.8632 1.1211 0.7551
7 I -1.0040 1.5153 4.8469
8 H 1.4554 -2.9416 -1.8711
9 H 2.6580 -1.6584 -2.1050
10 H 2.3637 -2.2247 -0.5867
11 H 1.3149 -0.6360 -3.1938
12 H -0.3783 -1.0237 -2.8894
13 H 0.1947 0.5937 -2.4368
14 H -1.1462 0.6370 -1.1305
15 H -0.4727 2.1648 -0.2574
16 H 1.3257 -0.5153 0.6692
17 H -2.4555 0.3046 0.7493
18 H 0.2498 2.5016 5.2491
19 H -1.9296 1.6547 1.6059

Calculated values
total charge: +1
energy relative to the best compared isomer or geometry (same formula, charge and spin): 87.7 kcal/mol
Kohn-Sham gap: 8.66 eV
HOMO energy: -12.386 eV

No. 2
Here is a 3-piece molecular cluster, C3H11N3O2 overall from OMol25. Energies are from ωB97M-V/def2-TZVPD.

CARTESIAN COORDINATES (ANGSTROEM)
1 C 0.2417 -1.0936 -1.8171
2 C -0.7586 0.7004 -2.2750
3 O 1.3527 -0.9748 -1.2133
4 H 1.1386 -0.9002 0.1892
5 H 0.2616 -1.2823 -2.8941
6 H -0.5995 -1.5738 -1.2924
7 H 0.0471 1.0941 -2.8963
8 H -1.2582 1.6004 -1.8889
9 H -1.4839 0.2072 -2.9259
10 C -0.0581 0.2647 1.4876
11 N -0.7772 0.7328 0.4834
12 N -0.1560 0.7688 2.7484
13 O 1.7369 -0.9705 2.2830
14 N 0.7737 -0.7634 1.2607
15 H 1.6809 -1.9186 2.4568
16 H -1.4671 1.4298 0.7223
17 H -0.7074 0.4922 -0.6848
18 H -0.5356 1.6927 2.8622
19 H 0.5682 0.4940 3.3943

Calculated values
energy relative to the best compared isomer or geometry (same formula, charge and spin): 117.7 kcal/mol
Kohn-Sham gap: 8.43 eV
HOMO energy: -7.867 eV

No. 3
Here is C13H16Cl2IN6O2SW as an isolated structure from OMol25. Energies are from ωB97M-V/def2-TZVPD.

CARTESIAN COORDINATES (ANGSTROEM)
1 W -0.5523 0.4088 0.7734
2 Cl 2.4018 -0.6194 -1.9491
3 C 3.3352 -1.5131 -0.6877
4 Cl 2.6083 -1.1529 0.9417
5 H 4.3753 -1.1284 -0.7438
6 H 3.2387 -2.5744 -0.8657
7 C -3.3940 -2.4468 1.0237
8 C -2.1096 -2.1121 0.3909
9 O -1.2275 -1.4720 1.0623
10 N -1.8096 -2.4814 -0.8569
11 C -0.4893 -2.1511 -1.4397
12 C -0.5652 -0.8600 -2.1600
13 C -0.3630 -0.8307 -3.5128
14 C -0.2340 0.4400 -4.1331
15 C -0.3748 1.5696 -3.3885
16 C -0.6034 1.4630 -2.0588
17 N -0.6923 0.2948 -1.4487
18 H -3.2853 -3.0394 1.9567
19 H -4.1583 -2.8108 0.2799
20 H -3.7514 -1.4986 1.4235
21 H -2.4183 -3.1851 -1.2285
22 H -0.3959 -3.0102 -2.1149
23 H 0.2419 -2.2780 -0.6620
24 H -0.1922 -1.7113 -4.0931
25 H 0.1576 0.5010 -5.1694
26 H -0.3180 2.5258 -3.8449
27 H -0.8595 2.3177 -1.3989
28 S -2.3306 1.6363 1.0057
29 N 2.0275 4.1187 -2.6804
30 C 2.4406 3.4038 -1.8512
31 N 2.8335 2.7718 -0.7723
32 C 1.9243 2.0725 -0.2562
33 N 1.0002 1.5939 0.2974
34 N -0.7767 2.0085 3.8606
35 C 0.1954 1.1206 3.7229
36 O 0.1310 0.2982 2.7772
37 C 1.1484 0.8430 4.8139
38 I 3.0234 1.8307 4.4672
39 H -1.5066 2.0931 3.1247
40 H -0.7191 2.5783 4.6362
41 H 1.3813 -0.2344 4.9520
42 H 0.6627 1.2199 5.8069

Calculated values
total charge: +1
energy relative to the best compared isomer or geometry (same formula, charge and spin): 0.0 kcal/mol
spin multiplicity: 3
Kohn-Sham gap (alpha / beta): 6.64 / 8.13 eV
HOMO energy (alpha / beta): -9.788 / -11.576 eV

No. 4
Here is CH3BiN2O6S as an isolated structure from OMol25. Energies are from ωB97M-V/def2-TZVPD.

CARTESIAN COORDINATES (ANGSTROEM)
1 Bi -0.2298 0.0311 -1.2456
2 N 2.1144 0.0525 -0.3384
3 N 2.3937 1.4138 -0.1059
4 C 1.3108 2.2858 0.1224
5 O 1.5036 3.3629 0.6074
6 O 0.1257 1.8268 -0.2549
7 H 2.0547 -0.4968 0.5188
8 H 2.8344 -0.3403 -0.9347
9 H 3.1780 1.6079 0.5010
10 O -2.1762 -2.0734 1.5484
11 S -1.6873 -1.6839 0.2755
12 O -1.9774 -2.4880 -0.8893
13 O -2.0487 -0.2058 -0.0845
14 O -0.1183 -1.4858 0.2797

Calculated values
Kohn-Sham gap: 9.77 eV
HOMO energy: -10.701 eV

No. 5
Here is a 6-piece molecular cluster, C12H24Br12 overall from OMol25. Energies are from ωB97M-V/def2-TZVPD.

CARTESIAN COORDINATES (ANGSTROEM)
1 Br -0.1290 -5.1266 -1.5640
2 C 1.1216 -3.9037 -2.5114
3 C 1.6827 -2.9818 -1.5490
4 Br 3.1799 -1.9068 -2.4091
5 H 0.4655 -3.3462 -3.1798
6 H 1.9022 -4.3865 -3.0993
7 H 2.1502 -3.6528 -0.8286
8 H 1.1043 -2.2398 -0.9984
9 Br -0.0734 0.2537 -1.4616
10 C 0.2278 1.3304 0.1746
11 C 0.0063 0.3988 1.4182
12 Br 0.7573 1.5572 2.8830
13 H -0.4744 2.1640 0.1624
14 H 1.2479 1.6940 0.0509
15 H 0.6803 -0.4562 1.3644
16 H -1.0327 0.1021 1.5620
17 Br -5.0980 4.8648 -1.0466
18 C -4.3101 5.3181 -2.8034
19 C -3.0300 4.4782 -3.0557
20 Br -1.8061 4.2406 -1.4360
21 H -3.9205 6.3340 -2.8675
22 H -4.9612 5.1953 -3.6689
23 H -2.4077 4.9643 -3.8072
24 H -3.2950 3.5062 -3.4717
25 Br 1.2217 -3.1465 2.1154
26 C 2.1251 -4.9069 2.4830
27 C 2.6430 -5.7176 1.2660
28 Br 4.1722 -4.6750 0.4319
29 H 1.4408 -5.6248 2.9350
30 H 2.8482 -4.6467 3.2560
31 H 1.9013 -5.9354 0.4974
32 H 3.0450 -6.6879 1.5578
33 Br 2.4831 6.1967 0.1079
34 C 2.5862 4.6129 1.4528
35 C 3.9698 4.4424 1.9886
36 Br 4.8480 5.9679 2.9353
37 H 2.0991 3.7284 1.0423
38 H 1.9547 4.9403 2.2788
39 H 4.5930 4.1529 1.1424
40 H 4.1555 3.5990 2.6537
41 Br -3.8298 0.4460 -0.1482
42 C -4.0391 -1.5987 -0.1640
43 C -3.4948 -2.0976 1.1159
44 Br -3.6300 -4.1118 1.1059
45 H -3.4730 -1.9400 -1.0307
46 H -5.1028 -1.8289 -0.1032
47 H -4.0409 -1.8161 2.0162
48 H -2.4643 -1.7541 1.2067

Calculated values
total charge: +1
energy relative to the best compared isomer or geometry (same formula, charge and spin): 27.7 kcal/mol
spin multiplicity: 2
Kohn-Sham gap (alpha / beta): 8.68 / 2.32 eV
HOMO energy (alpha / beta): -11.827 / -11.825 eV

No. 6
Here is a 2-piece molecular cluster, C5H10NP overall from OMol25. Energies are from ωB97M-V/def2-TZVPD.

CARTESIAN COORDINATES (ANGSTROEM)
1 C 0.4844 -0.1055 -2.6813
2 C -0.3748 1.2132 1.3024
3 C -1.0724 2.6055 1.6947
4 C 0.5511 -2.2943 -0.2775
5 C 0.4136 -0.8511 0.0368
6 N 1.0631 0.1352 -1.6303
7 P -1.1202 -0.0359 0.4010
8 H 0.9002 0.2379 -3.6113
9 H -0.4362 -0.6802 -2.8729
10 H 0.6590 1.3131 1.2850
11 H -2.0671 2.6348 1.4365
12 H -1.0097 2.8207 2.7470
13 H -0.5534 3.2980 1.1124
14 H 1.3179 -2.6375 -1.1137
15 H -0.3712 -2.6986 -0.5458
16 H 0.8994 -2.7491 0.6283
17 H 1.2331 -0.3821 0.5750

Calculated values
energy relative to the best compared isomer or geometry (same formula, charge and spin): 78.6 kcal/mol
Kohn-Sham gap (alpha / beta): 7.91 / 7.91 eV
HOMO energy (alpha / beta): -8.015 / -8.016 eV